Model w:
{
  "formula": "C3H10N2O2",
  "method": "ωB97M-V/def2-TZVPD",
  "homo_lumo_gap_ev": [2.91, 9.03],
  "homo_ev": [1.20, -4.98],
  "multiplicity": 2,
  "lumo_ev": [4.11, 4.05],
  "total_charge": -1,
  "symbols": ["C", "N", "C", "C", "N", "O", "H", "H", "H", "H", "H", "H", "H", "H", "H", "H", "O"],
  "positions_angstrom": [[0.057, 0.251, 0.794], [0.058, 0.178, -0.594], [-0.765, -0.777, -1.283], [-1.917, -0.060, -2.066], [-1.541, 1.072, -2.886], [0.950, 0.819, 1.393], [-0.789, -0.266, 1.259], [0.929, 0.335, -1.037], [-1.312, -1.516, -0.695], [-0.219, -1.278, -2.088], [-2.524, -0.740, -2.668], [-2.582, 0.312, -1.280], [-1.608, 1.070, -3.897], [-0.692, 1.533, -2.621], [1.939, -1.406, 4.405], [2.720, -0.478, 3.481], [2.823, -1.153, 4.168]],
  "nbo_charge": [0.30, -0.66, -0.46, -0.24, -0.89, -0.75, 0.05, 0.37, 0.13, 0.16, 0.17, 0.15, 0.35, 0.36, 0.46, 0.49, -0.98]
}


Model x:
{
  "formula": "C3H10N2O2",
  "method": "ωB97M-V/def2-TZVPD",
  "homo_lumo_gap_ev": [3.33, 9.78],
  "homo_ev": [0.66, -5.92],
  "multiplicity": 2,
  "lumo_ev": [3.99, 3.86],
  "total_charge": -1,
  "symbols": ["C", "C", "C", "N", "O", "N", "H", "H", "H", "H", "H", "H", "H", "H", "H", "H", "O"],
  "positions_angstrom": [[1.098, -0.263, -0.499], [0.343, -0.309, 0.773], [0.581, 0.674, 1.920], [-0.441, 1.574, 2.182], [1.563, 0.635, 2.631], [0.715, -1.452, -1.340], [2.192, -0.201, -0.458], [0.915, 0.618, -1.147], [0.349, -1.307, 1.213], [-0.718, -0.137, 0.514], [-0.659, 1.776, 3.132], [-1.199, 1.625, 1.513], [1.528, -1.806, -1.789], [0.025, -1.054, -1.983], [-1.766, -0.028, -2.945], [-2.140, 0.029, -1.433], [-2.384, -0.375, -2.284]],
  "nbo_charge": [-0.33, -0.59, 0.66, -0.90, -0.64, -0.87, 0.18, 0.13, 0.23, 0.17, 0.38, 0.32, 0.35, 0.35, 0.37, 0.35, -1.15]
}


Which structure is most stable? model x, by 0.0297 hartree over the runner-up.